<P>
{"formula": "C3H8S", "method": "ωB97M-V with the def2-TZVPD basis set", "symbols": ["C", "C", "H", "H", "H", "H", "C", "S", "H", "H", "H", "H"], "coordinates": [[-2.0002, 2.1356, -1.1449], [-2.2025, 2.6372, 0.0951], [-1.8726, 2.7638, -2.0281], [-2.3329, 1.1202, -1.3522], [-2.7178, 3.5522, 0.3479], [-1.9566, 1.9959, 0.9399], [1.8306, -1.9803, 0.5581], [2.3484, -3.7356, 0.4327], [2.2211, -1.5620, 1.4854], [2.2399, -1.4157, -0.2678], [0.7388, -1.9860, 0.4894], [3.7038, -3.5253, 0.4445]], "gap_ev": 9.90, "lumo_energy_ha": 0.032}


<Q>
{"formula": "C3H8S", "method": "ωB97M-V with the def2-TZVPD basis set", "symbols": ["C", "C", "S", "C", "H", "H", "H", "H", "H", "H", "H", "H"], "coordinates": [[-0.3838, -0.3195, -1.1669], [0.4539, -0.6796, 0.0643], [-2.3405, 1.0605, 0.8127], [0.7343, 0.5761, 0.8725], [0.0438, 0.3580, -1.8347], [-1.3329, 0.1659, -0.7348], [-0.6846, -1.1863, -1.7471], [1.4186, -1.2558, -0.2271], [-0.1766, -1.3672, 0.6674], [1.2450, 0.3075, 1.8467], [1.2746, 1.3174, 0.3375], [-0.2518, 1.0231, 1.1096]], "gap_ev": 6.25, "lumo_energy_ha": -0.110}


Verdict on stability: <P> comes out on top.


<P>
{"formula": "C3H9N5", "method": "ωB97M-V with the def2-TZVPD basis set", "symbols": ["C", "C", "C", "H", "H", "H", "H", "H", "H", "H", "H", "H", "N", "N", "N", "N", "N"], "coordinates": [[-1.0521, 2.2716, 0.0538], [-0.3723, 0.0728, -0.0384], [1.8716, -0.8448, 0.1129], [-1.0453, 2.3080, 1.2738], [-2.0258, 1.5270, -0.4885], [-1.0132, 3.3736, -0.4294], [0.9966, 1.4070, -0.1963], [0.1345, -1.9293, -0.1151], [2.2884, -1.7475, 0.5343], [3.5208, -0.1379, 0.3602], [-2.7638, -1.7881, -0.5553], [-1.9821, -2.1857, 0.9154], [0.0418, 1.2800, 0.1432], [0.6420, -0.9250, 0.0577], [2.5937, 0.2984, -0.3075], [-1.5969, -0.3501, -0.1441], [-1.7939, -1.7068, -0.0448]], "gap_ev": 8.75, "lumo_energy_ha": 0.028}


<Q>
{"formula": "C3H9N5", "method": "ωB97M-V with the def2-TZVPD basis set", "symbols": ["N", "C", "C", "C", "N", "N", "N", "N", "H", "H", "H", "H", "H", "H", "H", "H", "H"], "coordinates": [[2.8330, 0.1849, -0.8065], [1.7385, 0.4266, -0.3125], [0.7626, 1.0571, 0.2993], [-0.6107, 0.4633, 0.1859], [-1.5081, 1.3978, -0.4545], [-1.1376, 0.0542, 1.4675], [-0.3559, -0.7377, -0.6932], [0.5467, -1.6878, -0.1676], [3.3610, -0.6509, -0.5966], [0.8745, 2.0357, 0.7339], [-2.3829, 0.9556, -0.7159], [-1.0834, 1.7943, -1.2830], [-0.7309, 0.5707, 2.2352], [-2.1347, -0.1269, 1.4261], [-1.2580, -1.1671, -0.9205], [0.1418, -2.3229, 0.5186], [0.9439, -2.2471, -0.9164]], "gap_ev": 9.10, "lumo_energy_ha": 0.036}


Verdict on stability: <Q> comes out on top.


<P>
{"formula": "C4H11N4", "method": "ωB97M-V with the def2-TZVPD basis set", "symbols": ["C", "C", "C", "C", "N", "N", "N", "N", "H", "H", "H", "H", "H", "H", "H", "H", "H", "H", "H"], "coordinates": [[-0.5241, -0.2711, 0.1277], [2.2746, -1.7167, 0.5626], [2.1371, 1.5512, -0.8201], [-3.9579, -0.1531, 0.1395], [-1.6261, -0.2767, -0.1974], [2.6797, -0.5131, 0.1560], [2.0349, 0.5696, 0.2478], [-2.8550, -0.4153, -0.7354], [0.9078, 0.2948, 0.3242], [1.2469, -1.8115, 0.8005], [3.0277, -2.4625, 0.5303], [2.0704, 2.5784, -0.3153], [3.0380, 1.3353, -1.3426], [1.2104, 1.6247, -1.3650], [-3.5592, -0.2071, 1.2006], [-4.5945, 0.7519, -0.1920], [-4.5782, -1.0948, -0.0060], [3.6097, -0.3572, -0.3586], [-2.8585, 0.1004, -1.5729]], "total_charge": 1, "gap_ev": 9.42, "lumo_energy_ha": -0.138}


<Q>
{"formula": "C4H11N4", "method": "ωB97M-V with the def2-TZVPD basis set", "symbols": ["C", "C", "C", "C", "N", "N", "N", "N", "H", "H", "H", "H", "H", "H", "H", "H", "H", "H", "H"], "coordinates": [[0.2243, -1.0627, 1.0567], [0.6234, 1.0011, -0.2325], [1.0238, -1.9392, 1.9205], [1.0102, 0.7915, -1.6526], [0.6784, 0.0006, 0.5767], [-2.2833, 0.2263, -1.4063], [0.3538, 2.2180, 0.1998], [-2.5143, 0.1735, -0.2203], [1.9880, -1.4970, 2.1583], [1.1756, -2.8930, 1.4134], [0.4761, -2.1588, 2.8353], [0.1052, 0.5182, -2.1996], [1.7244, -0.0216, -1.7514], [1.4254, 1.6936, -2.0917], [-3.0780, 0.1522, -2.0706], [0.0368, 2.3809, 1.1433], [0.4843, 3.0199, -0.3975], [-0.8081, -1.3434, 0.8409], [-3.5005, 0.0621, 0.0890]], "total_charge": 1, "gap_ev": 9.93, "lumo_energy_ha": -0.116}


<R>
{"formula": "C4H11N4", "method": "ωB97M-V with the def2-TZVPD basis set", "symbols": ["C", "C", "C", "C", "N", "N", "N", "N", "H", "H", "H", "H", "H", "H", "H", "H", "H", "H", "H"], "coordinates": [[0.0824, 0.9821, -1.0569], [1.0675, 0.4246, 0.6257], [0.0620, -1.4282, -0.7077], [-1.1033, -0.7678, 1.2222], [-0.2593, -0.2375, -1.5406], [0.1856, 1.9941, -1.9209], [0.8178, 1.1923, 1.6572], [0.2574, -0.8858, 0.6766], [-0.6895, -2.2851, -0.6599], [0.9876, -1.8279, -0.9599], [-1.5643, -0.0451, 0.7335], [-1.7314, -1.6277, 1.1393], [-1.2372, -0.7168, 2.2888], [-0.2973, -0.3692, -2.5918], [0.6364, 2.7932, -1.4697], [0.2232, 1.7532, -2.8841], [1.7102, 1.6155, 1.9817], [0.1340, 1.0635, 2.3700], [0.7184, -1.6275, 1.0966]], "total_charge": 1, "gap_ev": 8.95, "lumo_energy_ha": -0.103}


Verdict on stability: <Q> comes out on top.


<P>
{"formula": "C3H10N2O2S", "method": "ωB97M-V with the def2-TZVPD basis set", "symbols": ["N", "C", "O", "C", "N", "C", "S", "H", "H", "H", "H", "H", "H", "H", "H", "O", "H", "H"], "coordinates": [[-0.9311, 2.1544, 0.4628], [-0.2677, 1.1529, -0.0956], [0.7101, 1.2041, -0.8478], [-0.6164, -0.3460, 0.3496], [-2.0672, -0.3984, 0.0575], [0.3579, -1.3351, -0.2948], [-0.0889, -2.9867, 0.2029], [-1.8077, 1.9520, 0.9415], [-0.6295, 3.1078, 0.4752], [-0.4867, -0.3527, 1.4274], [-2.2932, -0.9089, -0.8049], [-2.5120, -0.9910, 0.8019], [1.3070, -0.7571, -0.2390], [0.2309, -1.2914, -1.4118], [1.1140, -3.5710, 0.3894], [2.4453, 3.2780, -0.0774], [1.6211, 3.0759, -0.5513], [3.0081, 2.5023, -0.0168]], "gap_ev": 9.84, "lumo_energy_ha": 0.024}


<Q>
{"formula": "C3H10N2O2S", "method": "ωB97M-V with the def2-TZVPD basis set", "symbols": ["N", "C", "O", "C", "N", "C", "S", "H", "H", "H", "H", "H", "H", "H", "H", "O", "H", "H"], "coordinates": [[-1.7850, -0.0978, -2.2171], [-0.6143, -0.5494, -1.6983], [0.1742, -1.1640, -2.3935], [-0.3885, -0.3544, -0.1709], [0.4491, -1.3221, 0.4631], [0.2415, 1.0824, -0.0949], [-0.9416, 2.1649, 0.8658], [-2.4061, 0.5241, -1.7087], [-2.0051, -0.1672, -3.1965], [-1.3629, -0.3799, 0.3119], [-0.1113, -2.0449, 0.8684], [1.3194, -1.5455, 0.0059], [0.2773, 1.5592, -1.0724], [1.2400, 1.0709, 0.3284], [-0.2630, 2.3095, 1.9998], [2.1128, -0.0088, 2.6511], [1.3320, -0.3715, 2.1986], [2.7316, -0.7055, 2.8593]], "gap_ev": 9.73, "lumo_energy_ha": 0.026}


Verdict on stability: <Q> comes out on top.


<P>
{"formula": "C18H23NO4", "method": "ωB97M-V with the def2-TZVPD basis set", "symbols": ["C", "C", "C", "C", "C", "N", "C", "C", "C", "O", "O", "C", "C", "O", "C", "C", "C", "C", "C", "C", "O", "C", "C", "H", "H", "H", "H", "H", "H", "H", "H", "H", "H", "H", "H", "H", "H", "H", "H", "H", "H", "H", "H", "H", "H", "H"], "coordinates": [[0.5101, 6.3259, -1.6312], [0.6380, 4.8333, -1.6250], [1.8559, 4.2116, -1.3928], [1.9684, 2.8329, -1.3937], [0.8504, 2.0372, -1.6264], [0.9648, 0.6378, -1.6061], [2.0442, -0.0160, -0.8945], [1.5222, -1.4469, -0.6767], [0.7278, -1.4659, 0.6187], [1.1280, -1.9353, 1.6519], [-0.4522, -0.8729, 0.4748], [-1.2245, -0.6806, 1.6547], [-1.1118, -1.7799, 2.7224], [-0.8264, -1.4649, 3.8483], [-1.5976, -3.1877, 2.3852], [-3.0309, -3.2424, 2.9452], [-1.6279, -3.5397, 0.8989], [-0.7133, -4.1864, 3.1374], [0.6379, -1.6504, -1.9022], [0.1314, -0.2475, -2.2233], [-0.8172, 0.0117, -2.9221], [-0.3775, 2.6529, -1.8583], [-0.4725, 4.0296, -1.8596], [0.2049, 6.6744, -2.6173], [1.4540, 6.7995, -1.3737], [-0.2477, 6.6460, -0.9174], [2.7369, 4.8103, -1.2104], [2.9354, 2.3860, -1.2217], [2.9593, -0.0374, -1.4999], [2.2556, 0.4980, 0.0469], [2.3346, -2.1688, -0.5861], [-2.2617, -0.5983, 1.3202], [-0.9176, 0.2619, 2.1234], [-3.0361, -2.9670, 3.9968], [-3.6870, -2.5632, 2.4041], [-3.4227, -4.2521, 2.8475], [-2.1780, -2.8065, 0.3136], [-0.6200, -3.6302, 0.5001], [-2.1193, -4.5033, 0.7755], [-0.7170, -3.9585, 4.1995], [0.3105, -4.1149, 2.7784], [-1.0754, -5.2006, 2.9879], [1.2208, -2.0114, -2.7522], [-0.1958, -2.3310, -1.7438], [-1.2495, 2.0498, -2.0454], [-1.4317, 4.4920, -2.0419]], "gap_ev": 9.04, "lumo_energy_ha": 0.023}


<Q>
{"formula": "C18H23NO4", "method": "ωB97M-V with the def2-TZVPD basis set", "symbols": ["C", "C", "C", "C", "O", "C", "O", "C", "C", "C", "N", "C", "O", "C", "C", "C", "C", "C", "C", "C", "C", "O", "C", "H", "H", "H", "H", "H", "H", "H", "H", "H", "H", "H", "H", "H", "H", "H", "H", "H", "H", "H", "H", "H", "H", "H"], "coordinates": [[-4.7231, -0.7607, -0.7193], [-3.3556, -0.1740, -1.0441], [-2.7760, 0.6430, 0.1103], [-3.4582, 1.9940, 0.2965], [-1.3841, 0.8441, -0.1819], [-0.5491, 0.9463, 0.8614], [-0.9057, 0.9001, 2.0135], [0.8594, 1.1371, 0.4550], [1.2830, 1.9878, -0.4917], [0.4374, 2.8382, -1.3837], [2.6502, 2.1754, -0.6732], [3.6235, 1.8661, 0.2338], [4.7820, 2.1507, 0.0241], [3.1114, 1.2109, 1.4955], [1.8870, 0.3394, 1.2377], [2.1801, -0.9287, 0.4601], [3.3596, -1.1449, -0.2307], [3.5676, -2.3117, -0.9511], [2.5853, -3.2797, -0.9878], [1.3959, -3.0895, -0.3037], [1.1862, -1.9230, 0.4187], [0.0509, -1.6547, 1.1236], [-0.9608, -2.6269, 1.1886], [-5.0673, -1.3811, -1.5430], [-5.4567, 0.0243, -0.5569], [-4.6729, -1.3756, 0.1766], [-3.4203, 0.4600, -1.9302], [-2.6547, -0.9808, -1.2669], [-2.8398, 0.0755, 1.0478], [-3.3931, 2.5789, -0.6189], [-4.5033, 1.8529, 0.5546], [-2.9737, 2.5402, 1.1025], [0.7225, 3.8855, -1.2821], [0.5877, 2.5430, -2.4221], [-0.6134, 2.7265, -1.1457], [2.9506, 2.7010, -1.4840], [3.9183, 0.6432, 1.9587], [2.8348, 2.0192, 2.1798], [1.4300, 0.0550, 2.1907], [4.1435, -0.4056, -0.2122], [4.4978, -2.4568, -1.4785], [2.7359, -4.1915, -1.5463], [0.6393, -3.8574, -0.3408], [-1.7245, -2.2053, 1.8406], [-1.3939, -2.8277, 0.2027], [-0.5937, -3.5628, 1.6223]], "gap_ev": 9.06, "lumo_energy_ha": 0.025}


Verdict on stability: <P> comes out on top.